(1)
{
  "formula": "C12H24N3O2",
  "method": "ωB97M-V/def2-TZVPD",
  "symbols": ["C", "O", "C", "C", "C", "C", "C", "C", "N", "C", "O", "C", "N", "C", "C", "C", "N", "H", "H", "H", "H", "H", "H", "H", "H", "H", "H", "H", "H", "H", "H", "H", "H", "H", "H", "H", "H", "H", "H", "H", "H"],
  "xyz": [[5.167627, -2.568191, 0.665063], [5.317840, -1.078613, 0.633840], [4.919028, -0.597169, -0.715968], [3.261512, -0.548285, -0.888180], [2.657501, 0.974508, -0.966314], [1.333981, 1.130082, 0.000281], [-0.103494, 1.125790, -0.852227], [-1.237083, 1.847268, 0.087239], [-0.981947, 3.140140, 0.884847], [-2.292471, 3.513192, 1.587555], [-2.591792, 4.693071, 2.447621], [-3.395768, 2.364914, 1.183815], [-2.668559, 1.395009, 0.273988], [-3.459495, 0.237362, -0.293754], [-2.840586, -1.248962, 0.018689], [-3.793804, -2.324886, -0.836418], [-3.930079, -3.671225, -0.156238], [4.436046, -2.787324, 1.562317], [6.215712, -3.092806, 0.820357], [4.679255, -2.964208, -0.330921], [5.387495, -1.266811, -1.556242], [5.325522, 0.494955, -0.862858], [2.910503, -1.109106, -1.874926], [2.841356, -1.102965, 0.076369], [3.500075, 1.697255, -0.531270], [2.463293, 1.362644, -2.069659], [1.486251, 2.150752, 0.596068], [1.322555, 0.285711, 0.812819], [0.085401, 1.863826, -1.769264], [-0.383385, 0.058955, -1.243120], [-0.066366, 3.672220, 0.935195], [-2.356750, 4.485831, 3.404261], [-4.527593, 2.237715, 1.465720], [-4.524435, 0.270784, 0.244759], [-3.695119, 0.327053, -1.446644], [-1.737526, -1.406131, -0.364411], [-2.921641, -1.553367, 1.169057], [-4.875159, -1.821387, -0.855072], [-3.439549, -2.408005, -1.956666], [-4.478540, -3.623480, 0.731076], [-3.009813, -4.156116, -0.030784]],
  "forces_ev_per_angstrom": [[-0.377, -0.155, 0.388], [-0.810, -1.300, -2.651], [-0.326, 0.517, -0.434], [0.014, -0.235, -0.206], [0.693, 0.268, 0.791], [0.238, 0.389, 0.064], [0.819, 1.710, 0.600], [-2.398, 0.825, 1.282], [-4.780, -3.109, -0.485], [-2.519, -3.212, -1.032], [1.740, -3.672, -1.537], [5.287, 2.248, -0.320], [2.513, 4.675, 1.995], [-0.869, -1.725, -0.087], [-0.367, -0.679, -0.527], [-0.758, 0.861, 0.783], [0.626, 1.093, -0.444], [1.614, 0.152, -1.779], [-2.192, 1.211, -0.256], [0.991, 0.755, 2.006], [-0.827, 1.193, 1.660], [-0.645, -2.162, 0.525], [0.838, 0.919, 2.221], [0.745, 1.176, -2.180], [-1.908, -1.497, -0.857], [0.254, -1.027, 2.293], [-0.652, -2.120, -1.364], [-0.027, 1.598, -1.630], [-0.665, -1.683, 1.876], [0.246, 2.257, 0.991], [-1.667, -1.063, -0.172], [-0.259, 0.041, -1.673], [2.717, 0.394, -0.619], [2.474, 0.099, -1.136], [0.876, 0.177, 2.316], [-2.131, 0.606, 0.965], [0.252, 0.951, -2.543], [2.192, -1.271, -0.075], [-0.581, -0.020, 2.375], [0.973, 0.031, -1.128], [-1.345, 0.786, 0.006]],
  "homo_ev": -11.86,
  "e_above_lowest_kcal_mol": 184.7,
  "largest_force_ev_per_a": 5.8,
  "lumo_energy_ev": -3.684,
  "multiplicity": 1,
  "smiles": "COCCCCCc1[nH]c(O)c[n+]1CCCN",
  "charge": 1
}

(2)
{
  "formula": "C12H24N3O5PRuS2",
  "method": "ωB97M-V/def2-TZVPD",
  "symbols": ["Ru", "C", "O", "C", "C", "O", "C", "C", "O", "C", "H", "H", "H", "H", "H", "H", "H", "H", "H", "H", "H", "H", "H", "H", "C", "C", "O", "P", "S", "S", "O", "C", "C", "H", "H", "H", "H", "H", "H", "H", "H", "H", "H", "N", "C", "N", "C", "N"],
  "xyz": [[0.170753, -0.639732, -0.696996], [0.529208, -3.296569, 1.049677], [0.312657, -2.934564, -0.319824], [-0.717557, -3.744592, -0.883398], [-0.628134, -3.665204, -2.393813], [-0.712574, -2.331996, -2.849675], [-1.968775, -1.891378, -3.319263], [-2.739483, -1.180458, -2.225827], [-1.935042, -0.119899, -1.721780], [-2.748294, 0.846433, -1.051315], [0.803177, -4.352698, 1.094031], [-0.366455, -3.110795, 1.643965], [1.346092, -2.683894, 1.419107], [-1.688819, -3.396680, -0.511518], [-0.572088, -4.780377, -0.560431], [-1.414320, -4.285324, -2.838655], [0.341445, -4.050848, -2.716661], [-2.561176, -2.726428, -3.709119], [-1.770788, -1.193415, -4.135216], [-2.998995, -1.860259, -1.404841], [-3.669236, -0.769496, -2.632873], [-3.449241, 1.281988, -1.767709], [-2.088827, 1.617507, -0.664034], [-3.310976, 0.392065, -0.232456], [4.436747, 3.993890, 0.528664], [3.551270, 3.484130, -0.582192], [3.512465, 2.033843, -0.554219], [2.194079, 1.291464, -0.107217], [2.423405, -0.690709, -0.137162], [0.589174, 1.578367, -1.273421], [1.982878, 1.907025, 1.344091], [0.799307, 1.642236, 2.132400], [0.849200, 2.514757, 3.360033], [4.480004, 5.083067, 0.493610], [5.448965, 3.606081, 0.422434], [4.042988, 3.692595, 1.497980], [3.937915, 3.746730, -1.566188], [2.536564, 3.879448, -0.497212], [0.792725, 0.578904, 2.379219], [-0.076097, 1.854494, 1.513802], [1.739112, 2.298834, 3.950554], [-0.031216, 2.330584, 3.975332], [0.857199, 3.568831, 3.083792], [-0.952761, -0.729397, 0.932607], [-1.875754, -0.571971, 1.628404], [-2.895111, -0.522436, 2.407685], [-3.125853, 0.652265, 2.987619], [-3.379760, 1.653580, 3.508009]],
  "forces_ev_per_angstrom": [[-0.314, -0.503, -0.459], [0.102, 0.075, -0.015], [-0.321, -0.029, -0.057], [0.002, 0.109, -0.102], [0.014, 0.016, 0.209], [0.152, -0.140, -0.381], [-0.062, 0.154, 0.189], [0.074, -0.083, -0.025], [-0.038, -0.288, 0.060], [0.009, 0.077, 0.056], [0.013, 0.011, 0.021], [0.017, -0.033, -0.006], [-0.035, 0.011, 0.021], [0.028, -0.052, -0.001], [-0.024, -0.013, -0.054], [0.015, -0.008, 0.012], [-0.020, 0.021, 0.025], [-0.004, 0.017, 0.000], [-0.007, -0.006, 0.038], [-0.026, 0.033, -0.027], [0.022, -0.025, -0.047], [0.038, 0.019, 0.000], [-0.015, -0.020, 0.026], [0.022, -0.006, -0.015], [-0.006, 0.010, 0.006], [0.014, 0.047, -0.019], [-0.052, -0.070, -0.050], [-0.069, -0.010, 0.244], [0.421, -0.044, 0.293], [-0.064, 0.478, -0.046], [0.127, 0.024, -0.184], [-0.089, -0.078, -0.019], [0.019, -0.005, -0.014], [-0.002, 0.016, -0.011], [0.004, -0.023, -0.003], [-0.006, -0.004, 0.003], [-0.003, -0.002, 0.028], [0.011, -0.010, 0.003], [-0.001, 0.062, 0.023], [0.032, 0.012, 0.075], [0.016, 0.001, 0.008], [-0.039, -0.015, -0.018], [0.004, 0.013, -0.004], [-0.109, 0.374, 0.125], [0.155, -0.248, 0.088], [0.071, 0.067, -0.124], [-0.081, 0.019, 0.081], [0.005, 0.053, 0.045]],
  "homo_ev": [-7.66, -7.66],
  "e_above_lowest_kcal_mol": 21.5,
  "largest_force_ev_per_a": 0.7,
  "lumo_energy_ev": [0.406, 0.408],
  "multiplicity": 1
}

(3)
{
  "formula": "C12H24N4O9P2Rh",
  "method": "ωB97M-V/def2-TZVPD",
  "symbols": ["Rh", "O", "N", "N", "O", "C", "C", "C", "C", "C", "C", "H", "H", "H", "H", "H", "N", "C", "C", "C", "C", "N", "H", "H", "H", "H", "H", "H", "H", "H", "H", "H", "H", "H", "C", "C", "O", "P", "O", "O", "O", "P", "O", "O", "O", "H", "H", "H", "H", "H", "H", "H"],
  "xyz": [[-0.068889, 0.207479, 0.043580], [-1.941067, -0.756231, 0.618575], [-1.996481, -1.433867, 1.692937], [-0.893290, -1.436519, 2.327733], [0.144619, -0.803160, 1.863396], [-0.768992, -2.148593, 3.578585], [-1.878817, -2.780242, 4.120909], [-1.728877, -3.452814, 5.321115], [-0.496032, -3.488514, 5.960263], [0.597847, -2.848450, 5.397455], [0.469539, -2.170050, 4.195346], [-2.833818, -2.747605, 3.618493], [-2.582845, -3.950911, 5.758731], [-0.390217, -4.016206, 6.898124], [1.558108, -2.875245, 5.893786], [1.308775, -1.665186, 3.741023], [-0.542779, 2.266419, 0.837427], [-1.962006, 2.699927, 0.877558], [-2.387491, 3.383598, -0.413101], [-2.073490, 2.622783, -1.704083], [-2.612172, 1.188636, -1.751389], [-1.505076, 0.206648, -1.755136], [-0.126349, 2.317938, 1.761472], [0.017160, 2.872567, 0.240992], [-2.113479, 3.389792, 1.709239], [-2.571279, 1.817114, 1.075382], [-1.914667, 4.367986, -0.467279], [-3.462141, 3.566589, -0.343393], [-0.994040, 2.596508, -1.872826], [-2.486291, 3.195194, -2.534335], [-3.225718, 1.037231, -2.641078], [-3.240981, 0.963941, -0.889603], [-0.911035, 0.361769, -2.566914], [-1.874500, -0.737188, -1.821969], [4.209571, 1.679399, -1.650718], [3.594211, 0.298800, -1.415536], [4.355092, -0.737329, -2.028469], [3.772394, -0.124406, 0.394577], [3.153063, -1.639929, 0.361677], [2.577711, 1.949522, 1.241940], [2.331954, 0.548890, 1.035650], [1.911030, 0.272364, -2.109348], [1.208952, -1.088393, -1.459772], [1.942320, 0.234613, -3.573231], [1.058231, 1.328120, -1.380199], [5.251459, 1.670958, -1.328234], [3.670030, 2.452407, -1.103539], [4.176983, 1.920902, -2.714399], [4.302262, -0.624053, -2.988886], [3.674401, -2.260550, 0.883036], [2.951585, 1.955925, 2.138136], [1.850560, -1.755920, -1.161130]],
  "forces_ev_per_angstrom": [[-0.020, 0.016, 0.008], [-0.003, 0.016, 0.065], [0.030, 0.015, -0.013], [0.003, -0.040, 0.074], [-0.040, -0.001, -0.048], [-0.030, -0.004, -0.017], [-0.024, -0.002, -0.008], [0.012, 0.001, 0.006], [0.001, 0.007, -0.012], [-0.008, -0.014, 0.019], [0.020, 0.027, -0.031], [0.004, 0.001, -0.002], [0.001, -0.001, 0.001], [0.003, 0.000, 0.000], [0.000, 0.000, 0.000], [0.003, -0.004, 0.007], [-0.011, 0.058, 0.005], [0.000, -0.008, -0.013], [0.016, -0.011, -0.019], [-0.013, 0.001, 0.032], [0.019, 0.004, -0.002], [-0.018, 0.020, -0.027], [0.022, -0.033, -0.008], [-0.005, 0.010, 0.007], [0.002, -0.005, 0.005], [-0.005, 0.003, -0.006], [-0.003, 0.001, 0.003], [-0.002, -0.001, -0.002], [-0.002, 0.000, -0.006], [0.001, -0.001, -0.004], [-0.001, 0.002, -0.003], [-0.002, -0.006, -0.002], [-0.006, -0.007, -0.005], [0.024, -0.013, 0.022], [0.005, -0.019, -0.019], [0.000, 0.045, 0.058], [-0.003, -0.030, -0.011], [0.039, 0.006, -0.032], [0.000, 0.022, 0.008], [0.000, -0.028, 0.002], [-0.006, -0.035, 0.013], [-0.046, -0.018, -0.027], [0.051, 0.004, -0.075], [0.036, -0.001, 0.027], [-0.012, -0.009, -0.004], [-0.003, 0.008, 0.007], [-0.005, 0.001, -0.004], [-0.003, 0.001, 0.001], [0.003, 0.012, 0.000], [0.003, 0.002, -0.002], [-0.001, 0.010, 0.000], [-0.026, -0.001, 0.030]],
  "homo_ev": [-12.16, -12.14],
  "largest_force_ev_per_a": 0.1,
  "lumo_energy_ev": [-3.031, -5.534],
  "multiplicity": 5,
  "charge": 1
}

(4)
{
  "formula": "C12H24N4ORbSeV",
  "method": "ωB97M-V/def2-TZVPD",
  "symbols": ["N", "C", "O", "Rb", "V", "N", "N", "C", "C", "C", "C", "C", "C", "C", "C", "H", "H", "H", "H", "H", "H", "H", "H", "H", "H", "H", "H", "H", "H", "H", "H", "H", "H", "C", "H", "H", "H", "C", "H", "H", "H", "Se", "C", "N"],
  "xyz": [[1.743576, -0.195879, 0.775299], [2.542932, -0.353240, 1.721601], [3.314633, -0.497107, 2.603114], [0.524273, 0.865011, -2.687586], [-0.121211, -0.030033, 0.409035], [-0.706291, -1.564912, -0.492764], [-0.113793, 1.583980, -0.538865], [-0.332151, -2.942104, -0.059620], [0.623915, 2.883179, -0.322189], [0.873006, -3.399987, -0.881075], [-1.474513, -3.944019, -0.243195], [0.037030, -2.944667, 1.421826], [0.143564, 3.934393, -1.331019], [0.356714, 3.382845, 1.097511], [2.122595, 2.638551, -0.521943], [0.627230, -3.470610, -1.949185], [1.200721, -4.391207, -0.539850], [1.716228, -2.703577, -0.767962], [-2.390341, -3.592648, 0.248108], [-1.193057, -4.897849, 0.223510], [-1.691731, -4.157052, -1.296181], [0.913302, -2.325563, 1.637760], [0.273916, -3.977241, 1.708645], [-0.804348, -2.605323, 2.039603], [0.321254, 3.650016, -2.385021], [0.699300, 4.866799, -1.157138], [-0.924820, 4.160561, -1.207112], [-0.709185, 3.605826, 1.242523], [0.924051, 4.309593, 1.270339], [0.662634, 2.643843, 1.851586], [2.483906, 1.763219, 0.032254], [2.663441, 3.517953, -0.145270], [2.412240, 2.543177, -1.586167], [-1.579512, 1.666092, -0.606453], [-2.032064, 0.795467, -0.084427], [-1.967435, 2.574526, -0.113361], [-1.966899, 1.691485, -1.647109], [-1.435046, -1.508196, -1.781519], [-2.234038, -2.264658, -1.806804], [-1.959978, -0.545307, -1.934859], [-0.788927, -1.714632, -2.663627], [-1.213587, 0.459965, 5.007356], [-0.895931, 0.299757, 3.317481], [-0.645623, 0.189592, 2.142742]],
  "forces_ev_per_angstrom": [[-0.297, -0.411, 0.908], [0.466, -0.036, 0.640], [-2.009, 0.361, -2.377], [1.362, -0.877, -3.925], [1.802, 0.032, 1.111], [0.135, 1.803, -0.081], [-1.598, -0.810, 3.757], [0.315, -0.665, 0.407], [0.531, 0.122, 0.001], [0.354, 0.182, -0.338], [-0.438, -0.013, -0.109], [-0.034, 0.032, 0.304], [-0.253, 0.069, -0.188], [-0.092, 0.066, 0.280], [0.366, 0.142, -0.021], [0.050, -0.086, 0.225], [-0.132, 0.276, -0.119], [-0.150, -0.180, 0.043], [0.120, -0.094, -0.082], [-0.017, 0.335, -0.132], [0.060, 0.005, 0.226], [-0.168, -0.249, -0.020], [-0.014, 0.340, 0.000], [0.145, -0.122, -0.099], [-0.031, 0.138, 0.378], [-0.162, -0.309, -0.070], [0.309, 0.018, -0.080], [0.279, 0.003, 0.056], [-0.236, -0.290, -0.063], [-0.007, 0.203, -0.239], [-0.133, 0.412, -0.251], [-0.121, -0.261, -0.175], [-0.109, 0.043, 0.406], [-0.134, 0.857, -0.229], [-0.330, 0.005, -0.128], [0.141, -0.574, 0.025], [0.124, -0.256, 0.444], [-0.387, 0.043, -0.188], [0.319, 0.287, 0.094], [0.403, -0.378, 0.172], [-0.178, 0.014, 0.590], [0.298, -0.155, -1.666], [-0.365, 0.156, 2.120], [-0.183, -0.179, -1.608]],
  "homo_ev": [-15.26, -15.26],
  "e_above_lowest_kcal_mol": 0.0,
  "largest_force_ev_per_a": 4.2,
  "lumo_energy_ev": [-9.238, -9.213],
  "multiplicity": 1,
  "charge": 2
}